{"formula": "C5H6N2O2", "method": "ωB97M-V/def2-TZVPD", "smiles": "O=c1[nH]ccn1[C@@H]1CO1", "species": ["O", "C", "N", "C", "C", "N", "C", "C", "O", "H", "H", "H", "H", "H", "H"], "coordinates": [[-1.620303, 2.289923, -0.011251], [-1.502405, 1.092500, 0.120356], [-2.487166, 0.131598, 0.164521], [-1.958658, -1.111050, 0.374213], [-0.595561, -0.985647, 0.368591], [-0.339141, 0.374474, 0.353650], [1.178062, 1.057751, 0.443873], [2.207078, 0.569836, -0.469875], [2.252410, 0.307500, 0.962919], [-3.395907, 0.551199, 0.343389], [-2.703138, -1.867926, 0.436929], [0.288680, -1.598450, 0.406031], [0.899032, 2.110287, 0.813703], [2.095920, -0.286162, -0.977147], [3.028405, 1.099356, -0.967236]], "forces_ev_per_angstrom": [[-0.183, 0.790, -0.119], [1.206, -0.438, 0.736], [-0.223, 2.431, 0.004], [0.737, -0.663, -0.241], [-0.824, 0.237, 0.616], [3.402, 1.233, -0.475], [-3.354, 0.005, -0.080], [1.063, 2.438, 1.471], [-1.246, 0.786, -0.242], [0.033, -0.992, -0.136], [0.377, -1.043, 0.012], [-0.501, -0.675, 0.188], [1.103, -1.666, -0.754], [-1.262, -3.145, -1.854], [-0.328, 0.701, 0.876]]}



{"formula": "C5H6N2O2", "method": "ωB97M-V/def2-TZVPD", "smiles": "C#C[C@@H]1COC(=O)NN1", "species": ["C", "C", "C", "C", "O", "C", "O", "N", "N", "H", "H", "H", "H", "H", "H"], "coordinates": [[-3.597009, 0.023143, -0.163347], [-2.396564, -0.111507, -0.003839], [-1.028758, -0.006139, 0.436256], [-0.268583, 1.194342, -0.191677], [1.124590, 1.229716, 0.111300], [1.830586, -0.021428, -0.061968], [3.029642, -0.039229, 0.083128], [0.964410, -1.070223, -0.405744], [-0.235440, -1.278364, 0.221419], [-4.608601, 0.033824, -0.504441], [-1.093450, 0.186075, 1.507853], [-0.416257, 1.117131, -1.274295], [-0.654141, 2.162610, 0.136261], [1.166717, -1.446263, -1.354710], [0.031053, -1.607628, 1.131634]], "forces_ev_per_angstrom": [[1.776, -0.533, -0.361], [-2.481, 0.728, -0.289], [1.354, -0.011, 0.398], [-0.248, -0.349, -0.653], [0.814, -2.233, 0.466], [-0.263, 1.961, 0.460], [-1.837, -0.154, -0.567], [2.610, 0.221, -2.065], [-0.946, 1.007, 0.404], [0.061, 0.058, 0.229], [0.191, -0.121, 0.195], [0.131, 0.119, -0.015], [-0.146, -0.319, 0.039], [-0.670, 0.018, 1.360], [-0.346, -0.392, 0.400]]}



| no. | HOMO-LUMO gap (hartree) | LUMO (eV) | HOMO energy (Eh) |
| --- | --- | --- | --- |
| 1 | 0.324 | 0.92 | -0.2899 |
| 2 | 0.392 | 0.62 | -0.3692 |